ORCA calculation (ωB97M-V/def2-TZVPD) on an isolated molecule of CH4N2O2 in a non-equilibrium geometry.

XYZ file:
```
9
Properties=species:S:1:pos:R:3:forces:R:3
N 1.2386 -0.0326 0.6182 -0.8 1.5 -0.9
C 0.2980 0.0345 -0.5122 0.9 1.7 -0.1
N -1.2005 -0.1590 -0.1244 1.9 1.6 -1.7
O -2.0043 0.5732 -0.6794 0.1 -0.8 0.7
O -1.3787 -1.0475 0.6506 -1.0 -0.7 0.9
H 0.7459 -0.5262 1.3193 -0.2 -1.2 1.0
H 1.3519 0.9011 1.0429 0.0 -0.5 -0.6
H 0.4110 0.9883 -1.0927 -0.5 -0.7 0.9
H 0.5381 -0.7318 -1.2222 -0.3 -0.8 -0.2
```
Forces are in eV/Å.

Properties
E_LUMO ... 0.010 Eh
Total charge ... 0
Energy ... -8173.972 eV
Maximum force ... 2.96 eV Å⁻¹

---

ORCA calculation (ωB97M-V/def2-TZVPD) on a cluster of 2 separate species, CH4N2O2S in total in a non-equilibrium geometry.

XYZ file:
```
10
Properties=species:S:1:pos:R:3:forces:R:3
C -0.4396 0.2037 -0.3439 2.3 -1.9 0.2
N -0.7428 -1.0786 -0.1574 0.5 -3.1 2.3
N -1.3164 1.1255 -0.2477 -3.2 4.3 1.0
O 2.1070 -1.2914 0.2322 -0.1 -1.4 1.0
O 2.8567 1.0377 0.4823 0.2 0.5 0.8
S 2.3885 -0.0240 -0.3378 -0.4 0.9 -1.8
H -1.5867 -1.5161 0.3406 0.9 1.6 -1.1
H 0.0854 -1.7350 0.1393 -1.7 2.0 -1.4
H -2.3062 1.1449 0.1197 1.1 -1.2 -0.5
H -1.0459 2.1333 -0.2273 0.3 -1.6 -0.5
```
Forces are in eV/Å.

Properties
E_LUMO ... 0.008 Eh
Total charge ... 0
Energy ... -19010.514 eV
Maximum force ... 5.44 eV Å⁻¹

---

ORCA calculation (ωB97M-V/def2-TZVPD) on an isolated molecule of CH4N2O2S in a non-equilibrium geometry.

XYZ file:
```
10
Properties=species:S:1:pos:R:3:forces:R:3
O -0.8427 0.6908 -1.6723 2.3 -2.1 1.5
C -0.1770 0.1483 -0.7693 -1.5 2.3 -0.4
N 0.6621 -1.0436 -0.8219 -0.4 3.9 -2.4
O 0.8324 -1.5027 0.4124 2.4 -2.9 3.5
N -0.1382 0.5874 0.5405 -0.4 0.6 -0.9
S -0.5073 2.2300 0.9749 -1.3 -1.6 -0.1
H 0.2086 -1.6671 -1.4216 -0.5 -1.8 -0.8
H 1.7738 -1.3609 0.7871 -1.8 -0.2 -1.6
H 0.1244 -0.3094 1.0257 -0.5 2.1 1.3
H -1.9360 2.2271 0.9445 1.7 -0.2 0.0
```
Forces are in eV/Å.

Properties
E_LUMO ... 0.011 Eh
Total charge ... 0
Energy ... -19009.515 eV
Maximum force ... 5.15 eV Å⁻¹

---

ORCA calculation (ωB97M-V/def2-TZVPD) on an isolated molecule of CH4N2O5S in a non-equilibrium geometry.

XYZ file:
```
13
Properties=species:S:1:pos:R:3:forces:R:3
C -0.0134 -0.2900 -0.0644 4.0 -7.8 1.4
N -0.9355 0.4298 0.3196 -3.1 0.4 0.8
N 1.2318 -0.0756 -0.4390 2.2 1.1 -1.2
O -2.7439 -1.2935 0.7675 -0.3 -0.3 0.5
O -2.4529 -0.3037 -1.4243 -0.3 -0.4 -2.1
O -3.3947 1.0425 0.3430 0.4 -0.1 0.5
O -0.1139 -1.8928 0.3051 -1.8 4.9 -0.7
O -1.0072 1.7440 0.1402 1.2 2.1 -0.1
S -2.6356 -0.1230 -0.0464 -0.9 -1.3 0.7
H 1.7124 0.7680 -0.7838 -1.7 0.1 0.5
H 1.9687 -0.7722 -0.5405 -1.3 -0.8 0.5
H -1.0874 -1.9998 0.6579 2.0 0.4 -0.9
H -1.9814 1.7955 0.2994 -0.3 1.6 0.0
```
Forces are in eV/Å.

Properties
E_LUMO ... 0.006 Eh
Total charge ... 0
Energy ... -25151.047 eV
Maximum force ... 8.90 eV Å⁻¹

---

ORCA calculation (ωB97M-V/def2-TZVPD) on an isolated molecule of CH4N2OS in a non-equilibrium geometry.

XYZ file:
```
9
Properties=species:S:1:pos:R:3:forces:R:3
O 0.1968 -1.6137 2.1137 1.2 -0.6 1.1
N 0.1945 -1.6200 0.6937 -1.2 1.1 0.3
C -0.0419 -0.2497 0.3436 -1.4 0.9 -0.3
N -0.2003 0.0027 -0.9020 1.0 0.6 1.0
S -0.0215 1.6984 -1.2124 -1.5 -0.2 -0.8
H 1.1510 -1.6864 2.3901 -1.4 -0.1 -0.7
H -0.7155 -2.0519 0.4292 1.0 -0.3 0.3
H -0.3250 0.5025 1.2125 1.4 -1.5 -1.6
H -1.0503 1.7902 -2.1466 0.9 -0.1 0.8
```
Forces are in eV/Å.

Properties
E_LUMO ... 0.029 Eh
Total charge ... 0
Energy ... -16961.634 eV
Maximum force ... 2.55 eV Å⁻¹

---

ORCA calculation (ωB97M-V/def2-TZVPD) on an isolated molecule of CH4N2OS in a non-equilibrium geometry.

XYZ file:
```
9
Properties=species:S:1:pos:R:3:forces:R:3
O 1.8048 1.1136 -0.7872 1.8 2.7 -0.4
N 0.6600 0.8020 -0.1534 -1.9 -2.1 0.9
C 0.4224 -0.4632 -0.1811 0.4 1.5 -0.5
N -0.7064 -0.9697 0.4039 -2.0 -1.8 -0.1
S -2.2203 -0.1148 0.3768 0.8 0.5 0.6
H 1.8815 2.0992 -0.5872 0.1 -2.0 -0.6
H 1.0451 -1.2061 -0.6764 0.3 0.2 0.1
H -0.9318 -1.9668 0.1640 0.7 1.5 0.5
H -1.9553 0.7057 1.4408 -0.2 -0.5 -0.5
```
Forces are in eV/Å.

Properties
E_LUMO ... 0.028 Eh
Total charge ... 0
Energy ... -16962.250 eV
Maximum force ... 3.25 eV Å⁻¹

---

Energy relative to the best compared isomer or geometry (same formula, charge and spin) values (in eV) by entry order: 2.7135, 1.4095, 2.4088, 0.0000, 3.5551, 2.9384.